Formula: C32H32N4O3
Source: the Open Molecules 2025 dataset
Level of theory: ωB97M-V/def2-TZVPD

XYZ file:
```
71
Properties=species:S:1:pos:R:3
C 0.572 7.178 -1.759
C 1.765 7.383 -1.237
C 2.935 6.446 -1.364
O 2.651 5.216 -1.985
C 1.933 4.277 -1.302
C 1.728 3.070 -1.971
C 1.022 2.047 -1.375
C 0.504 2.194 -0.092
C 0.708 3.397 0.566
C 1.415 4.433 -0.022
H 1.538 5.358 0.520
H 0.311 3.535 1.562
C -0.280 1.090 0.570
C -1.133 0.338 -0.416
C -2.428 0.579 -0.754
N -2.899 -0.416 -1.574
N -1.821 -1.249 -1.860
C -0.706 -0.856 -1.115
O 0.357 -1.454 -1.124
C -2.018 -2.535 -2.373
C -3.197 -3.234 -2.122
C -3.370 -4.501 -2.647
C -2.370 -5.086 -3.406
C -1.188 -4.401 -3.632
C -1.009 -3.126 -3.128
H -0.090 -2.589 -3.294
H -0.401 -4.858 -4.213
H -2.509 -6.078 -3.811
H -4.287 -5.037 -2.452
H -3.960 -2.793 -1.499
C -3.866 -0.165 -2.616
H -3.534 0.627 -3.296
H -4.020 -1.077 -3.190
H -4.810 0.129 -2.161
C -3.318 1.699 -0.356
H -3.520 2.350 -1.207
H -2.843 2.289 0.422
H -4.265 1.316 0.020
C 0.544 0.060 1.288
C 1.860 -0.255 1.286
N 2.084 -1.383 2.067
N 0.828 -1.824 2.485
C -0.160 -0.951 2.059
O -1.344 -1.036 2.336
C 0.697 -2.794 3.479
C 1.703 -2.979 4.426
C 1.561 -3.948 5.402
C 0.416 -4.725 5.454
C -0.592 -4.526 4.524
C -0.456 -3.572 3.534
H -1.237 -3.407 2.810
H -1.489 -5.125 4.566
H 0.308 -5.478 6.220
H 2.345 -4.088 6.131
H 2.582 -2.351 4.405
C 2.963 -2.414 1.546
H 3.978 -2.026 1.499
H 2.943 -3.272 2.216
H 2.646 -2.731 0.548
C 3.022 0.396 0.627
H 2.835 1.455 0.486
H 3.187 -0.054 -0.353
H 3.920 0.269 1.228
H -0.951 1.533 1.317
H 0.886 1.115 -1.900
H 2.135 2.961 -2.964
H 3.391 6.286 -0.375
H 3.693 6.912 -2.006
H 1.987 8.282 -0.677
H -0.228 7.889 -1.644
H 0.347 6.287 -2.322
```

Its SMILES is C=CCOc1ccc(C(c2c(C)n(C)n(-c3ccccc3)c2=O)c2c(C)n(C)n(-c3ccccc3)c2=O)cc1. The value obtained for the orbital gap is 8.37 eV. Its LUMO energy is 0.678 eV. Its energy above the lowest of the compared OMol25 structures with the same formula, charge and spin is 14.1 kcal/mol.


Formula: C32H32N4OPRuS2
Source: the Open Molecules 2025 dataset
Level of theory: ωB97M-V/def2-TZVPD

XYZ file:
```
73
Properties=species:S:1:pos:R:3
Ru -0.233 -0.974 -0.552
C -5.686 -2.225 -0.229
S -4.389 -3.468 -0.266
C -2.910 -2.537 -0.164
S -2.507 -1.202 -1.279
N -2.010 -2.988 0.641
N -0.842 -2.418 0.671
C 0.138 -3.035 1.375
C 1.398 -2.480 1.446
C 2.511 -3.254 1.858
C 3.809 -2.875 1.540
C 4.042 -1.632 0.999
C 2.976 -0.635 1.017
N 1.554 -1.119 0.979
H -6.606 -2.725 -0.524
H -5.467 -1.405 -0.908
H -5.795 -1.866 0.794
H -0.078 -4.010 1.796
H 2.321 -4.220 2.299
H 4.610 -3.581 1.685
H 5.024 -1.325 0.680
H 3.124 0.168 0.287
C 2.851 -2.130 -3.978
C 1.607 -1.611 -3.258
C 1.107 -2.693 -2.300
C 1.930 -0.311 -2.490
C 2.419 0.863 -3.367
O 1.529 1.931 -3.053
C 0.617 1.500 -2.221
N 0.738 0.253 -1.844
C -0.435 2.424 -1.839
C -0.690 3.485 -2.713
C -1.739 4.355 -2.479
C -2.517 4.197 -1.342
C -2.231 3.193 -0.426
C -1.198 2.291 -0.658
P -0.861 0.967 0.533
C -2.092 1.102 1.845
C -1.715 1.729 3.036
C -2.680 2.024 3.982
C -4.006 1.687 3.755
C -4.379 1.050 2.576
C -3.424 0.751 1.620
C 0.732 1.197 1.343
C 1.452 2.342 1.356
C 2.677 2.457 2.096
C 3.243 1.372 2.657
C 2.674 0.031 2.436
C 1.205 -0.072 2.010
H 2.603 -3.034 -4.526
H 3.645 -2.373 -3.276
H 3.235 -1.411 -4.694
H 0.824 -1.390 -3.994
H 1.909 -3.061 -1.656
H 0.715 -3.536 -2.866
H 0.243 -2.326 -1.663
H 2.671 -0.553 -1.714
H 2.346 0.662 -4.441
H 3.436 1.195 -3.143
H -0.072 3.600 -3.592
H -1.949 5.148 -3.183
H -3.349 4.857 -1.161
H -2.816 3.117 0.477
H -0.685 2.006 3.211
H -2.390 2.528 4.893
H -4.753 1.927 4.496
H -5.416 0.798 2.410
H -3.705 0.266 0.692
H 1.065 3.227 0.866
H 3.105 3.438 2.229
H 4.142 1.450 3.250
H 2.937 -0.673 3.227
H 0.463 -0.442 2.730
```

The value obtained for the orbital gap (spin up / spin down) is 4.34 / 4.35 eV. As for the total charge: +3. Its LUMO energy (spin up / spin down) is -12.175 / -12.166 eV.


Number 1: E -1683.3026 hartree. Number 2: E -2764.4392 hartree.